# 1
The following is a DFT calculation (ωB97M-V/def2-TZVPD) of a 2-piece molecular cluster, C3H4N2O overall.

Output
energy	-8197.7999	eV
HOMO	-0.333	Eh
frontier orbital gap	9.4	eV
relative energy (zero: lowest compared OMol25 entry of this formula, charge and spin)	6.086	eV

Geometry as ORCA input:
```
! wB97M-V def2-TZVPD RIJCOSX def2/J DEFGRID3
* xyz 0 1
O -2.72938 0.38997 1.34732
C -1.52221 0.77603 1.00539
C -0.39819 1.09860 0.72213
C 2.53606 -0.41651 -0.55401
N 1.48848 -0.94968 -0.78408
N 0.42132 -1.41251 -1.19338
H -3.38445 0.94999 0.90651
H 0.59895 1.38045 0.46079
H 3.31526 -0.77427 0.10371
H -0.32281 -1.06614 -0.57623
*
```



# 2
The following is a DFT calculation (ωB97M-V/def2-TZVPD) of an isolated molecule of C3H4N2O.

Output
energy	-8199.7978	eV
HOMO (spin up / spin down)	-0.368 / -0.368	Eh
frontier orbital gap (spin up / spin down)	8.5 / 8.5	eV
relative energy (zero: lowest compared OMol25 entry of this formula, charge and spin)	4.088	eV

Geometry as ORCA input:
```
! wB97M-V def2-TZVPD RIJCOSX def2/J DEFGRID3
* xyz 0 1
C 0.21310 0.83092 -1.47091
C -0.41104 0.30055 -0.24865
N -1.39316 0.52974 0.45506
O -0.52110 -0.60679 2.60771
C 0.11163 -1.11163 1.70952
N -0.00883 -0.89265 0.36547
H -0.30908 1.72020 -1.81951
H 1.25387 1.06295 -1.24336
H 0.18891 0.05303 -2.23843
H 0.87571 -1.88631 1.88309
*
```



# 3
The following is a DFT calculation (ωB97M-V/def2-TZVPD) of an isolated molecule of C3H4N2O.

Output
energy	-8199.4254	eV
HOMO	-0.279	Eh
frontier orbital gap	7.4	eV
relative energy (zero: lowest compared OMol25 entry of this formula, charge and spin)	4.460	eV

Geometry as ORCA input:
```
! wB97M-V def2-TZVPD RIJCOSX def2/J DEFGRID3
* xyz 0 1
N 1.57007 0.23080 0.12454
C 0.12198 0.12099 0.06623
C -0.67503 1.03386 0.64978
N -1.97202 0.47121 0.31709
C -1.77205 -0.60316 -0.35467
O -0.46265 -0.93810 -0.58365
H 2.05724 -0.52745 0.61468
H 2.04207 0.40758 -0.76944
H 1.59574 1.09039 0.70223
H -2.50534 -1.28611 -0.76678
*
```



# 4
The following is a DFT calculation (ωB97M-V/def2-TZVPD) of an isolated molecule of C3H4N2O.

Output
energy	-8202.4436	eV
HOMO	-0.322	Eh
frontier orbital gap	9.4	eV
relative energy (zero: lowest compared OMol25 entry of this formula, charge and spin)	1.442	eV
SMILES	Oc1ccn[nH]1

Geometry as ORCA input:
```
! wB97M-V def2-TZVPD RIJCOSX def2/J DEFGRID3
* xyz 0 1
O 0.89012 -1.80381 0.40281
C 0.53727 -0.51862 0.19944
C -0.30211 0.24753 0.96275
C -0.72818 1.25144 0.07080
N -0.09247 1.20443 -1.08623
N 0.70649 0.11086 -0.98955
H 0.36180 -2.08345 1.16508
H -0.57898 0.03960 1.98607
H -1.56832 1.91646 0.20976
H 1.43763 -0.00794 -1.67565
*
```



# 5
The following is a DFT calculation (ωB97M-V/def2-TZVPD) of a 2-piece molecular cluster, C3H4N2O overall.

Output
energy	-8198.1984	eV
HOMO	-0.389	Eh
frontier orbital gap	11.4	eV
relative energy (zero: lowest compared OMol25 entry of this formula, charge and spin)	5.687	eV
SMILES	[H]/N=C1/NO1.C#C

Geometry as ORCA input:
```
! wB97M-V def2-TZVPD RIJCOSX def2/J DEFGRID3
* xyz 0 1
H 1.00534 0.58597 -2.36284
N 0.78787 0.59292 -1.37032
C -0.43829 0.49952 -1.16101
N -1.42004 0.50015 -0.18861
O -1.63921 0.38250 -1.71332
H -1.54993 -0.45651 0.15578
C 1.26477 -0.32375 1.31649
C 0.38275 -0.74163 2.02070
H 1.98019 0.07002 0.62571
H -0.37344 -1.10920 2.67742
*
```



# 6
The following is a DFT calculation (ωB97M-V/def2-TZVPD) of a 2-piece molecular cluster, C3H4N2O2 overall.

Output
energy	-10247.8040	eV
HOMO (spin up / spin down)	-0.303 / -0.303	Eh
frontier orbital gap (spin up / spin down)	8.4 / 8.4	eV
relative energy (zero: lowest compared OMol25 entry of this formula, charge and spin)	4.461	eV

Geometry as ORCA input:
```
! wB97M-V def2-TZVPD RIJCOSX def2/J DEFGRID3
* xyz 0 1
C 0.39597 0.80423 1.59733
C 0.51249 -1.33829 -0.27786
C -0.66725 0.41823 0.73375
N 1.14381 1.31169 2.32176
N 0.29877 -0.78263 -1.45742
O 1.01696 -2.23598 0.37844
O -0.93440 1.16810 -0.39151
H -1.34417 -0.09972 1.27655
H -0.21816 0.02457 -1.57956
H 0.35503 -1.37097 -2.30492
H -0.55906 2.10077 -0.29655
*
```



# 7
The following is a DFT calculation (ωB97M-V/def2-TZVPD) of C3H4N2O2 as an isolated structure.

Output
energy	-10244.9871	eV
HOMO	-0.321	Eh
frontier orbital gap	9.3	eV
relative energy (zero: lowest compared OMol25 entry of this formula, charge and spin)	7.278	eV

Geometry as ORCA input:
```
! wB97M-V def2-TZVPD RIJCOSX def2/J DEFGRID3
* xyz 0 1
N -1.76964 -0.35252 -0.17738
C -0.50001 -0.22351 0.25433
C 0.11320 0.91646 0.79450
O 1.45136 0.38759 1.30173
C 1.34563 0.09645 0.01227
O 1.72256 0.94946 -0.89028
N 0.51441 -1.09356 -0.21515
H -1.92668 -0.88806 -1.01954
H -2.39498 0.42151 -0.00190
H 0.83292 1.64149 -0.27728
H 0.75517 -1.88505 0.37923
*
```



# 8
The following is a DFT calculation (ωB97M-V/def2-TZVPD) of an isolated molecule of C3H4N2O2.

Output
energy	-10250.6249	eV
HOMO	-0.347	Eh
frontier orbital gap	10.3	eV
relative energy (zero: lowest compared OMol25 entry of this formula, charge and spin)	1.640	eV
SMILES	Cn1ncoc1=O

Geometry as ORCA input:
```
! wB97M-V def2-TZVPD RIJCOSX def2/J DEFGRID3
* xyz 0 1
C 0.70590 1.44553 0.22311
N 0.05736 0.19538 -0.08693
N -0.07945 -0.35394 -1.34134
C -0.64001 -1.48318 -1.10496
O -0.87601 -1.74034 0.20307
C -0.39854 -0.63404 0.89050
O -0.40860 -0.48274 2.08232
H 1.79395 1.32982 0.24481
H 0.43447 2.21261 -0.50204
H 0.35295 1.73381 1.22034
H -0.93746 -2.22618 -1.83092
*
```



# 9
The following is a DFT calculation (ωB97M-V/def2-TZVPD) of an isolated molecule of C3H4N2O2.

Output
energy	-10250.8086	eV
HOMO	-0.320	Eh
frontier orbital gap	9.4	eV
relative energy (zero: lowest compared OMol25 entry of this formula, charge and spin)	1.456	eV
SMILES	Nc1coc(=O)[nH]1

Geometry as ORCA input:
```
! wB97M-V def2-TZVPD RIJCOSX def2/J DEFGRID3
* xyz 0 1
N -1.75967 -0.40320 -0.25321
C -0.49171 0.01884 0.13357
C 0.07341 1.22822 0.24310
O 1.44403 1.12017 0.21776
C 1.77211 -0.21124 0.04880
O 2.89122 -0.61799 -0.12361
N 0.58418 -0.88730 0.08645
H -1.97991 -0.16620 -1.20602
H -2.53977 -0.43121 0.37673
H -0.34328 2.22172 0.28898
H 0.52283 -1.88189 0.22904
*
```



# 10
The following is a DFT calculation (ωB97M-V/def2-TZVPD) of an isolated molecule of C3H4N2O2.

Output
energy	-10247.4651	eV
HOMO (spin up / spin down)	-0.282 / -0.282	Eh
frontier orbital gap (spin up / spin down)	7.9 / 7.9	eV
relative energy (zero: lowest compared OMol25 entry of this formula, charge and spin)	4.800	eV
SMILES	Oc1c[nH]c(O)n1

Geometry as ORCA input:
```
! wB97M-V def2-TZVPD RIJCOSX def2/J DEFGRID3
* xyz 0 1
O -0.76581 2.02468 -1.24471
C 0.00379 0.96934 -0.83785
C 0.56718 0.99323 0.44594
N 0.79299 -0.26243 0.85244
C 0.30826 -1.20188 -0.01311
O 0.99340 -2.36857 0.17111
N 0.23745 -0.15299 -1.48184
H -1.01161 1.87247 -2.16705
H 0.89266 1.83928 1.00716
H 1.43346 -0.47388 1.61943
H 0.56899 -3.06758 -0.33516
*
```



# 11
The following is a DFT calculation (ωB97M-V/def2-TZVPD) of an isolated molecule of C3H4N2O2.

Output
energy	-10250.5928	eV
HOMO	-0.375	Eh
frontier orbital gap	10.7	eV
relative energy (zero: lowest compared OMol25 entry of this formula, charge and spin)	1.672	eV
SMILES	N[C@H](C=O)N=C=O

Geometry as ORCA input:
```
! wB97M-V def2-TZVPD RIJCOSX def2/J DEFGRID3
* xyz 0 1
N -1.67207 -0.27088 -0.16742
C -0.31551 -0.25041 0.30982
C 0.09838 1.19354 0.60336
O 1.20469 1.61581 0.38315
N 0.64931 -0.90183 -0.54621
C 1.83418 -0.66238 -0.70576
O 2.97414 -0.59226 -0.95927
H -2.04780 -1.21181 -0.12453
H -1.71269 0.02491 -1.13856
H -0.31551 -0.75605 1.28708
H -0.69713 1.81137 1.05832
*
```



# 12
The following is a DFT calculation (ωB97M-V/def2-TZVPD) of C3H4N2O2 as an isolated structure.

Output
energy	-10244.4801	eV
HOMO	-0.326	Eh
frontier orbital gap	9.4	eV
relative energy (zero: lowest compared OMol25 entry of this formula, charge and spin)	7.785	eV

Geometry as ORCA input:
```
! wB97M-V def2-TZVPD RIJCOSX def2/J DEFGRID3
* xyz 0 1
C 0.84138 -0.79881 -0.97183
C 0.94193 0.47982 -0.53212
C 0.00651 -1.16641 0.24874
N 0.13608 0.27332 0.54593
N -1.21622 1.31167 0.55785
O -0.93628 2.35878 0.17225
O -2.12169 0.74570 1.04650
H 1.43422 -1.45557 -1.50871
H 1.46057 1.29150 -0.85296
H -1.07054 -1.37505 0.15600
H 0.52404 -1.66494 1.13833
*
```